(1)
Entry from the Open Molecules 2025 dataset: a structure of composition C3H10O4 at a distorted geometry (ωB97M-V/def2-TZVPD).

total charge = 0
total energy = -421.09590 a.u.
max |F| = 3.1 eV Å⁻¹
orbital gap = 9.43 eV
energy relative to the best compared isomer or geometry (same formula, charge and spin) = 118.70 kcal/mol

Each line ends with the Löwdin charge.
Cartesian coordinates (Å):
1 C 0.40256 -1.08568 -0.49853  -0.50
2 C -0.46086 -2.12298 -1.18968  -0.02
3 O -0.20493 -0.64314 0.69833  -0.10
4 O 0.58273 -0.01068 -1.40449  -0.02
5 H -0.99539 0.02891 0.48222  0.08
6 H 1.28956 0.55971 -1.08086  0.09
7 H 1.37143 -1.51217 -0.21036  0.15
8 H 0.03816 -2.48195 -2.08852  0.08
9 H -1.41107 -1.67140 -1.47605  0.09
10 H -0.64627 -2.95828 -0.51755  0.08
11 C 0.59266 1.82253 1.58292  -0.18
12 O -0.43905 2.46496 1.00518  -0.08
13 O -1.52441 1.41601 0.23737  -0.04
14 H -1.22149 1.54167 -0.67886  0.08
15 H 1.55189 2.00341 1.07260  0.09
16 H 0.43830 0.64887 1.40407  0.11
17 H 0.63618 2.00021 2.66219  0.10

Atomic forces in eV per Å
C -0.45 -0.11 0.28
C 0.22 0.15 -0.07
O -1.26 0.01 -0.62
O 0.06 0.07 -0.06
H 1.60 -1.29 0.27
H -0.03 -0.07 0.01
H -0.08 0.09 -0.03
H -0.01 -0.04 -0.03
H -0.03 0.00 0.02
H -0.01 0.03 0.01
C 0.85 -2.87 0.06
O -2.51 -0.16 -1.78
O 1.18 1.70 1.08
H 0.13 0.15 0.13
H -0.11 0.38 0.09
H 0.53 1.90 0.74
H -0.08 0.08 -0.10


(2)
Entry from the Open Molecules 2025 dataset: a cluster of 5 separate species, C3H17NO4 in total at a distorted geometry (ωB97M-V/def2-TZVPD).

total charge = -1
total energy = -480.05893 a.u.
2S+1 = 2
max |F| = 5.0 eV Å⁻¹
orbital gap (alpha / beta) = 2.31 / 8.04 eV
energy relative to the best compared isomer or geometry (same formula, charge and spin) = 66.22 kcal/mol

Each line ends with the Löwdin charge.
Cartesian coordinates (Å):
1 C 0.33019 -1.02419 -1.90899  -0.35
2 C -0.99824 -0.21207 -1.62422  -0.32
3 C -1.98489 -0.48848 -2.69204  -0.17
4 N 0.37614 -2.15530 -1.04739  -0.07
5 H 1.17211 -0.24716 -1.47620  0.12
6 H 0.75821 -1.20534 -2.90223  0.09
7 H -0.72807 0.82450 -1.72916  0.05
8 H -1.27587 -0.19357 -0.40571  0.13
9 H -1.81164 0.18489 -3.53743  0.06
10 H -3.09443 -0.50892 -2.63905  0.06
11 H -1.78713 -1.53135 -2.97110  0.06
12 H -0.19152 -3.00216 -1.44512  0.09
13 H -0.12182 -1.96988 -0.19760  -0.04
14 H 3.19870 -3.62691 4.97685  0.04
15 H 1.68542 -3.00861 4.83071  -0.01
16 O 2.59937 -2.83138 5.10108  -0.21
17 H -2.21339 3.06328 1.09985  -0.02
18 H -3.57943 2.39392 1.12341  0.01
19 O -2.63888 2.25610 1.29135  -0.12
20 H 4.30985 4.62778 0.32705  0.09
21 H 3.79847 5.79201 0.99127  -0.04
22 O 3.89350 5.53342 0.13716  -0.07
23 H -0.37276 -0.21180 1.48590  -0.02
24 H -0.69106 -1.38381 2.11465  0.03
25 O -0.63282 -1.07496 1.09698  -0.39

Atomic forces in eV per Å
C 1.46 3.39 3.06
C 0.78 1.37 2.31
C -1.65 -1.39 -1.37
N -0.66 -4.26 -1.84
H -1.58 -1.76 -0.82
H -1.05 -0.07 -0.18
H 0.19 0.77 -0.08
H 0.39 -0.82 -3.86
H 0.27 -0.36 -0.18
H 0.48 0.46 1.07
H -0.09 0.08 -0.64
H 1.41 1.99 0.50
H 0.30 0.34 0.41
H -1.71 1.31 -0.01
H 0.39 -0.35 -0.23
O 1.32 -0.89 0.22
H 0.78 1.53 -0.38
H 0.16 0.03 0.00
O -0.90 -1.57 0.37
H -0.89 1.70 -1.01
H -0.80 1.84 4.00
O 1.66 -3.56 -2.99
H 0.20 0.59 -1.06
H -0.16 -0.57 -2.24
O -0.29 0.21 4.95